A 3-piece molecular cluster, C20H34O10S2 overall. Source: OMol25; level of theory: ωB97M-V/def2-TZVPD.

Its HOMO energy is -9.1459 eV. The maximum force is 0.59 eV/A. The charge is 0. Its orbital gap is 8.835 eV.

Last column: Mulliken charge in e.
CARTESIAN COORDINATES (ANGSTROEM)
C  -0.24307  -3.87551  -0.35496  -1.403
C  -1.12774  -2.78147  0.23704  0.111
O  -0.41563  -1.76037  0.91837  -0.337
C  0.58381  -1.12852  0.15163  -0.360
C  0.05125  -0.43255  -1.10521  -0.536
O  -1.25533  0.08680  -0.96816  -0.312
C  -1.38937  1.10838  -0.00121  -0.615
C  -2.57406  0.81417  0.88610  -0.287
O  -3.77542  1.00835  0.15382  -0.374
C  -4.87971  0.31930  0.67210  -0.691
C  -5.35506  -0.82718  -0.16866  0.653
C  -6.51602  -1.46949  -0.01361  0.565
C  -7.61869  -1.19450  0.95145  -1.314
C  -6.55163  -2.59584  -0.98441  0.233
O  -7.47018  -3.28206  -1.30074  -0.545
O  -5.29982  -2.70791  -1.54892  -0.301
C  -4.64719  -1.48281  -1.31524  0.294
O  -3.79000  -1.10254  -2.03294  -0.447
H  0.10573  -3.60965  -1.35445  0.278
H  -0.83456  -4.78491  -0.46596  0.447
H  0.61503  -4.07590  0.28532  0.307
H  -1.76364  -2.34611  -0.54202  -0.016
H  -1.78676  -3.22107  0.98806  0.469
H  1.39134  -1.81221  -0.12660  0.434
H  1.04517  -0.39418  0.81110  -0.026
H  -0.00348  -1.13593  -1.93907  0.316
H  0.75353  0.35931  -1.40114  0.403
H  -0.49384  1.20196  0.61679  0.346
H  -1.56819  2.06118  -0.51429  0.362
H  -2.48936  -0.21746  1.24207  0.298
H  -2.55678  1.48037  1.75958  0.267
H  -5.71414  1.01774  0.80013  0.365
H  -4.64961  -0.07752  1.66906  0.372
H  -7.87311  -0.13288  0.93471  0.363
H  -7.32602  -1.46840  1.96492  0.301
H  -8.50639  -1.75483  0.66346  0.347
O  5.41142  2.04577  -2.75970  -0.686
S  3.98546  2.19831  -2.62505  1.089
O  3.32992  1.87837  -1.38124  -0.571
C  3.53291  3.85255  -3.14197  -0.703
C  3.28170  3.71837  -4.64006  -0.584
C  2.48196  2.41990  -4.81678  -0.616
C  3.17817  1.33728  -3.98406  -0.465
H  4.34220  4.52974  -2.87969  0.398
H  2.62456  4.12250  -2.60388  0.347
H  2.74411  4.58121  -5.03034  0.344
H  4.23364  3.64742  -5.17036  0.298
H  1.46270  2.56617  -4.45423  0.267
H  2.41817  2.12384  -5.86259  0.339
H  2.48792  0.61065  -3.56248  0.189
H  3.95978  0.82612  -4.54258  0.365
O  3.11692  -1.53356  2.00638  -0.574
S  3.16534  -1.35004  3.43427  1.128
O  2.78167  -2.41512  4.32338  -0.703
C  4.79012  -0.73615  3.87091  -0.733
C  4.65711  0.77893  3.76182  -0.533
C  3.30969  1.12971  4.40844  -0.706
C  2.26757  0.15552  3.84784  -0.198
H  5.51701  -1.17265  3.19020  0.390
H  4.99234  -1.05363  4.89364  0.334
H  5.48636  1.28549  4.25344  0.343
H  4.65671  1.07616  2.71098  0.281
H  3.38175  1.01099  5.49138  0.276
H  3.02369  2.16148  4.20931  0.368
H  1.48757  -0.10185  4.55972  0.462
H  1.82046  0.52081  2.92518  -0.114